[1]
Formula: C35H42Cl2DyN5O2S2
Source: the OMol25 dataset
Level of theory: the ωB97M-V functional and the def2-TZVPD basis

```
89
Properties=species:S:1:pos:R:3:forces:R:3:mulliken_spin:R:1
Dy 0.773 0.521 -0.391 1.6545 -0.9156 -0.9299 4.9271
Cl 0.640 1.341 -3.429 0.1958 0.0600 -0.0327 -0.0001
Cl -4.292 1.890 -1.187 0.0640 -0.0043 0.0179 -0.0003
S 0.544 -1.901 -2.715 0.0171 0.0326 -0.0979 -0.0039
S 0.230 5.065 5.957 -0.0433 0.0501 -0.0105 0.0000
O -1.614 6.857 5.889 0.0469 0.0229 -0.0318 0.0000
O -0.763 1.892 0.465 0.0196 -0.0365 0.3237 0.0218
N -1.298 0.789 -1.364 -0.4249 0.6573 -0.0637 0.0214
N 3.412 -1.270 -1.419 -0.1286 -0.2358 -0.0476 -0.0005
N 1.531 -2.731 -0.027 -0.0257 -0.3145 -0.0025 -0.0040
N -2.094 -2.836 -0.060 -0.0594 -0.0196 -0.1073 -0.0017
N -4.561 -2.427 0.103 0.1938 0.0079 -0.0020 0.0001
C 1.374 -3.911 -0.842 0.0874 0.2446 -0.2654 0.0003
C 4.943 2.542 -1.528 0.0379 -0.0172 0.0286 0.0006
C -1.828 1.520 -2.378 0.0074 -0.2517 0.0033 -0.0080
C 0.595 0.222 2.437 -0.0226 0.1197 0.4278 0.0000
C 0.605 1.336 3.349 0.0275 -0.0207 -0.1128 -0.0012
C 0.427 3.601 4.972 -0.1090 0.0573 -0.0145 -0.0007
C -3.887 -1.873 1.336 0.0702 0.0320 -0.0301 0.0006
C -0.264 2.443 5.312 0.0080 -0.1001 -0.0712 0.0002
C -3.594 2.735 -3.619 0.0400 -0.0438 0.0338 -0.0004
C -4.320 -3.902 -0.006 0.1389 -0.0316 0.0168 0.0000
C 1.256 3.608 3.855 -0.0132 -0.0641 -0.0266 0.0011
C 3.912 -2.056 -0.289 -0.0850 -0.0587 0.0545 -0.0019
C 5.759 2.221 -0.449 -0.1040 -0.0384 0.0078 -0.0009
C 2.999 1.505 -0.444 -0.2418 0.2968 0.0566 0.0392
C 3.595 2.192 -1.511 0.0647 0.0905 -0.0493 -0.0227
C 2.147 -1.704 -3.541 -0.0465 -0.0280 0.2090 0.0021
C 1.343 2.484 3.050 0.0030 0.0557 0.0587 -0.0024
C -1.044 1.787 -3.535 -0.1319 0.0339 0.1846 0.0011
C -1.630 1.066 0.040 -1.6124 0.5886 -0.2460 0.0245
C 5.205 1.551 0.636 0.0443 0.0533 -0.0476 0.0035
C -1.978 5.298 4.118 0.0454 0.0239 0.0578 0.0000
C 3.363 -2.010 -2.675 -0.1541 0.0148 0.0772 -0.0004
C 2.787 -2.531 0.667 0.0860 0.0536 -0.4163 0.0057
C -2.546 -2.114 -1.264 0.1633 -0.1455 0.2720 0.0032
C -1.476 2.441 -4.665 0.0761 -0.0097 -0.0716 -0.0002
C -4.030 -1.728 -1.125 0.0921 -0.0561 0.0014 0.0000
C -0.176 1.319 4.505 -0.0363 0.0490 0.1068 -0.0029
C -1.246 5.871 5.309 -0.0423 -0.1169 -0.0052 -0.0001
C -3.142 2.066 -2.493 0.1587 -0.1263 -0.0117 0.0003
C 3.856 1.206 0.625 0.0359 -0.0176 0.0722 -0.0032
C -2.784 -4.117 0.035 -0.0345 0.2679 -0.0329 0.0003
C 0.445 -0.693 1.632 0.0612 0.0710 0.4931 0.0126
C 0.638 -3.637 -2.195 0.1267 0.2060 0.2855 -0.0013
C -2.363 -2.041 1.144 -0.1743 -0.2458 -0.2314 -0.0029
C -2.776 2.916 -4.721 -0.0782 0.0486 -0.0573 0.0004
H -1.968 -1.189 -1.393 -0.0414 -0.2433 0.0415 -0.0014
H -4.158 -0.820 1.418 -0.0053 0.0129 -0.0828 -0.0004
H 1.972 2.501 2.170 0.0204 0.0152 -0.0525 -0.0004
H 0.829 -4.701 -0.315 -0.0420 -0.0978 -0.0087 -0.0001
H -1.914 -1.060 1.024 0.0281 0.1483 0.0092 0.0006
H -0.795 2.603 -5.491 0.0263 -0.0357 0.0620 -0.0002
H -4.838 -4.396 0.814 -0.0376 0.0471 0.0355 0.0000
H -1.910 -2.527 2.006 -0.0125 -0.0034 0.0034 0.0002
H -4.756 -4.230 -0.947 -0.0567 0.0222 -0.0322 0.0000
H 2.996 2.474 -2.373 0.0039 0.0222 -0.0040 0.0005
H 2.362 -4.317 -1.066 0.0004 -0.0260 0.0243 0.0002
H -0.402 -3.961 -2.140 0.0492 -0.0108 0.0448 0.0005
H -4.641 -2.029 -1.975 -0.0402 -0.0625 0.0435 0.0000
H 4.253 -1.834 -3.289 0.0830 0.0000 -0.0225 -0.0002
H 2.600 -1.755 1.406 -0.0052 0.0116 0.0623 -0.0025
H 1.817 4.501 3.609 -0.0376 -0.0263 -0.0105 0.0000
H -2.492 -4.600 0.967 0.0052 -0.0140 0.0100 0.0000
H 1.109 -4.183 -3.014 -0.0467 -0.1135 0.0151 -0.0001
H 5.821 1.300 1.494 0.0059 0.0044 -0.0255 0.0001
H 2.154 -2.345 -4.424 0.0448 0.0441 -0.0588 -0.0002
H -0.726 0.421 4.756 -0.0228 0.0205 -0.0094 0.0001
H -3.139 3.436 -5.598 0.0303 -0.0366 0.0674 0.0000
H -2.483 -4.761 -0.791 0.0156 -0.0031 -0.0148 0.0001
H 4.623 -1.460 0.285 -0.0317 -0.0144 -0.0129 0.0003
H 3.469 0.668 1.490 0.0040 0.0089 0.0260 -0.0026
H 6.807 2.495 -0.451 -0.0146 -0.0079 0.0056 -0.0001
H -0.884 2.436 6.201 0.0182 -0.0190 -0.0486 0.0000
H 3.357 -3.076 -2.448 0.0483 -0.0223 -0.0110 0.0002
H 4.467 -2.925 -0.660 0.0542 -0.0208 -0.0124 0.0000
H -4.143 -0.661 -0.961 -0.0324 0.1364 0.0699 0.0003
H 5.354 3.072 -2.381 -0.0002 -0.0223 0.0392 0.0001
H 3.925 -0.407 -1.517 0.0949 0.0360 -0.0078 -0.0004
H 3.137 -3.424 1.206 0.0320 -0.0028 0.0265 0.0004
H -2.404 6.129 3.558 -0.0059 0.0168 0.0390 0.0000
H -4.284 -2.418 2.192 -0.0488 -0.0586 -0.0180 0.0000
H -5.558 -2.256 0.166 -0.1315 0.0465 0.0301 0.0000
H -2.377 -2.758 -2.129 -0.0663 0.0281 0.0032 0.0000
H 0.749 -2.560 0.587 -0.0340 0.0941 0.0166 -0.0010
H 2.165 -0.667 -3.869 0.0061 -0.0373 -0.0914 -0.0006
H -2.800 4.677 4.481 0.0483 -0.0018 0.0390 0.0000
H -4.609 3.111 -3.632 0.0096 -0.0223 0.0759 0.0001
H -1.356 4.691 3.472 0.0863 -0.0519 -0.0392 0.0000
```
Positions in Å, forces in eV/Å.

The gap between HOMO and LUMO (alpha / beta) is 5.975 / 5.938 eV. Its multiplicity is 6. As for the total energy: -4384.7671 hartree.



[2]
Formula: C35H42ClCoN2O2Si
Source: the OMol25 dataset
Level of theory: the ωB97M-V functional and the def2-TZVPD basis

```
84
Properties=species:S:1:pos:R:3:forces:R:3:mulliken_spin:R:1
Co 0.761 -0.047 -0.508 0.2851 -0.0447 -0.1322 1.2197
Cl 4.655 1.954 -3.834 -0.0229 -0.0325 0.0284 0.0002
Si 0.048 -0.900 1.476 -0.1339 0.1627 0.0493 -0.0645
O 2.533 -0.353 -3.481 0.0844 0.0978 0.2106 0.0038
O 2.637 0.210 -1.300 -0.0070 0.1496 -0.1297 0.0163
N -1.063 1.230 -0.889 -0.1658 -0.3355 0.0886 0.0450
N -0.156 -1.402 -1.538 -0.2373 -0.1820 -0.0582 -0.1052
C -1.218 1.367 2.674 0.0548 0.0987 0.0457 -0.0262
C -0.691 3.502 -0.238 -0.0239 0.0214 -0.0084 0.0042
C 0.797 1.982 4.456 -0.0099 0.0108 -0.0305 0.0063
C 1.558 -3.989 -3.235 0.0185 -0.0008 -0.0057 -0.0026
C 2.796 -4.050 3.644 0.0006 0.0090 0.0026 -0.0023
C -1.319 -0.847 -2.037 -0.0215 0.1365 0.0910 -0.0193
C -0.108 -2.664 -1.987 0.0912 0.0874 -0.0643 0.0097
C -4.850 1.901 -1.876 0.0025 0.0469 -0.1366 0.0004
C -1.263 -2.950 -2.751 -0.0067 0.0375 -0.0786 0.0076
C -2.460 4.964 0.519 0.0108 0.0373 -0.0083 0.0020
C -0.305 2.821 4.356 0.0122 -0.0116 -0.0078 -0.0131
C 1.051 -3.628 -1.830 -0.0663 -0.0183 0.0319 -0.0064
C 0.616 -3.316 2.940 0.0089 0.0106 -0.0062 -0.0067
C -0.115 0.517 2.741 0.0550 -0.0344 0.0491 -0.0108
C -2.022 -1.790 -2.795 0.0272 -0.0699 -0.0487 -0.0097
C 3.092 0.110 -2.493 -0.1904 0.0208 -0.0898 -0.0055
C 0.808 3.387 -0.497 -0.0349 0.0379 0.1116 0.0014
C -1.317 2.508 3.458 -0.0378 0.0156 0.0104 0.0074
C 1.425 -4.251 3.574 -0.0133 0.0048 0.0050 -0.0011
C -4.251 0.386 0.109 0.0389 0.0859 -0.1026 -0.0002
C -4.253 1.809 -0.464 0.0709 -0.0568 0.1257 -0.0013
C 0.557 -4.893 -1.115 0.0026 -0.0320 0.0281 -0.0016
C -1.710 0.470 -1.717 -0.1047 -0.1272 0.0241 -0.0035
C 1.174 3.045 -1.941 0.0460 0.0051 -0.0591 0.0004
C 4.537 0.622 -2.634 0.0179 -0.0274 -0.0673 0.0024
C 2.216 -3.036 -1.050 0.0329 -0.0082 0.0002 0.0679
C -3.368 3.959 0.262 -0.0216 -0.0193 -0.0243 -0.0014
C 1.530 2.536 0.549 -0.0443 0.1051 -0.0671 0.0186
C 3.352 -2.911 3.074 -0.0178 -0.0004 0.0052 -0.0004
C -3.010 2.703 -0.238 0.0843 -0.0225 -0.1277 0.0034
C 1.152 -2.166 2.356 -0.0203 -0.0909 -0.0507 0.0019
C 0.889 0.851 3.654 0.0841 -0.0879 0.0556 -0.0222
C 2.537 -1.988 2.434 0.0228 -0.0070 -0.0620 -0.0205
C -1.126 4.725 0.251 0.0379 -0.0192 0.0031 -0.0054
C -1.621 2.461 -0.476 -0.0320 0.1350 -0.1227 -0.0082
H -1.307 -1.540 1.434 0.0214 -0.0095 0.0572 -0.0246
H -2.617 0.815 -2.199 0.0082 0.0680 0.0127 0.0025
H 2.992 -1.126 1.953 -0.0201 -0.0201 0.0158 -0.0047
H 1.594 2.215 5.154 -0.0113 -0.0095 -0.0086 0.0003
H 0.834 2.056 -2.238 0.0001 -0.0166 -0.0114 -0.0002
H 4.914 1.010 -1.696 -0.0084 -0.0014 0.0430 -0.0006
H -4.128 0.425 1.187 0.0904 -0.0259 0.1701 -0.0003
H 1.375 -5.613 -1.013 -0.0196 0.0172 -0.0108 -0.0005
H -0.255 -5.373 -1.667 0.0185 0.0163 0.0084 0.0001
H 4.423 -2.751 3.113 -0.0083 -0.0034 0.0029 -0.0001
H -0.455 -3.484 2.890 0.0384 -0.0063 0.0019 0.0003
H 2.258 3.068 -2.079 -0.0350 0.0224 0.0284 -0.0006
H -5.807 1.373 -1.889 0.0122 0.0178 -0.0194 0.0000
H -4.420 4.146 0.456 0.0304 0.0132 0.0129 0.0004
H 2.391 -4.697 -3.159 -0.0248 0.0204 -0.0008 0.0001
H 0.190 -4.651 -0.114 0.0183 -0.0015 -0.0257 0.0006
H -0.391 5.503 0.426 -0.0207 -0.0019 0.0090 0.0000
H 0.984 -5.140 4.010 0.0105 0.0080 -0.0024 0.0001
H 3.037 -3.760 -1.027 -0.0081 0.0074 -0.0012 -0.0012
H -1.475 -3.888 -3.242 -0.0074 0.0314 0.0208 -0.0011
H -2.789 5.918 0.914 0.0087 -0.0315 -0.0137 0.0002
H 1.768 0.218 3.743 -0.0695 0.0333 0.0025 -0.0019
H -2.177 3.161 3.358 0.0097 -0.0271 -0.0168 0.0006
H 2.571 -2.119 -1.515 -0.0153 -0.0606 0.0197 -0.0065
H -0.373 3.711 4.970 -0.0002 -0.0053 -0.0084 -0.0009
H 1.510 1.472 0.323 0.0467 -0.1231 0.2184 -0.0303
H 1.908 -3.089 -3.746 -0.0181 -0.0256 0.0118 -0.0003
H -2.962 -1.625 -3.302 0.0329 -0.0145 0.0168 -0.0007
H 0.728 3.773 -2.622 -0.0005 -0.0056 0.0001 0.0006
H 2.597 2.767 0.578 -0.0204 0.0578 -0.0370 -0.0036
H -3.491 -0.277 -0.286 0.1582 -0.0635 -0.0963 -0.0002
H -5.219 -0.083 -0.090 0.0045 0.0609 -0.0032 -0.0001
H -5.043 2.948 -2.125 0.0262 -0.0143 -0.0129 -0.0001
H -5.013 2.320 0.132 0.0153 -0.0550 0.0890 -0.0003
H -2.001 1.145 1.967 -0.2059 -0.0159 -0.1154 0.0034
H 1.096 2.669 1.540 0.0668 0.0268 -0.0108 0.0029
H -4.243 1.490 -2.684 0.0133 -0.0210 0.1209 -0.0005
H 5.169 -0.180 -3.007 0.0127 -0.0143 0.0193 0.0003
H 1.945 -2.818 -0.020 -0.0457 0.0345 0.0369 -0.0141
H 1.181 4.401 -0.327 0.0060 0.0369 -0.0153 0.0004
H 3.431 -4.779 4.134 -0.0024 0.0014 0.0003 -0.0002
H 0.773 -4.449 -3.840 0.0152 0.0119 0.0138 0.0000
```
Positions in Å, forces in eV/Å.

The total charge is -1. The gap between HOMO and LUMO (alpha / beta) is 7.224 / 7.192 eV. Its multiplicity is 2. As for the total energy: -3751.4409 hartree.



Record-wise M values, in g/mol: 862.29 645.21